[1]
This record from the Open Molecules 2025 dataset describes a structure of composition C33H26IrN8O5S2 at a distorted geometry. The level of theory is wB97M-V/def2-TZVPD.

XYZ file:
```
75
C33H26IrN8O5S2 (wB97M-V/def2-TZVPD)
Ir 0.1405 -0.7884 1.0400
N 0.4285 1.2881 -2.9524
C -0.0674 0.6897 -1.8639
N 0.6645 0.1869 -0.9074
C 2.0456 0.3669 -0.9579
N 2.7547 -0.2232 -0.0278
N 2.1110 -0.8546 0.8951
C 2.7626 -1.5967 1.8191
C 1.9674 -2.3303 2.6945
C 2.4648 -3.1018 3.7737
C 1.5854 -3.7445 4.6051
C 0.2106 -3.6263 4.3690
C -0.2248 -2.8756 3.2892
N 0.6104 -2.2571 2.4713
C 2.6350 1.1293 -2.0262
C 3.9920 1.4470 -2.0877
C 4.4658 2.2391 -3.1189
C 3.6005 2.7314 -4.0977
C 2.2561 2.4132 -4.0634
C 1.7667 1.6145 -3.0336
H -0.2227 1.8600 -3.5083
H -1.1369 0.5301 -1.8304
H 3.8420 -1.5700 1.8426
H 3.5299 -3.1586 3.9276
H 1.9433 -4.3241 5.4411
H -0.5087 -4.1051 5.0107
H -1.2825 -2.7553 3.1029
H 4.6418 1.0723 -1.3134
H 5.5168 2.4748 -3.1638
H 3.9889 3.3642 -4.8809
H 1.5740 2.7991 -4.8019
O -3.7946 -2.1400 1.4171
C -2.7118 -1.8183 0.9951
O -1.8945 -0.9839 1.4867
C -2.2023 -2.4440 -0.3181
C -3.1166 -3.0652 -1.1788
C -2.6421 -3.5355 -2.3753
C -1.2717 -3.4199 -2.6773
C -0.7173 -3.8706 -3.8927
C 0.6247 -3.7680 -4.1299
C 1.4759 -3.2286 -3.1516
C 0.9723 -2.7618 -1.9675
C -0.4081 -2.8252 -1.7058
N -0.9224 -2.3290 -0.5602
H -4.1505 -3.1349 -0.8788
H -3.3030 -4.0026 -3.0917
H -1.3790 -4.3064 -4.6235
H 1.0381 -4.1143 -5.0632
H 2.5378 -3.1940 -3.3368
H 1.6229 -2.3606 -1.2057
C 1.6495 0.3876 5.4215
C 0.5940 0.6366 4.3786
N -0.5617 1.1308 4.8146
O 0.8082 0.3718 3.1927
H 1.6672 1.1808 6.1625
H 2.6268 0.3107 4.9533
H 1.4337 -0.5480 5.9336
H -0.7060 1.3822 5.7797
H -1.2978 1.3261 4.1523
O 0.0507 5.0492 -1.9323
S -0.8951 3.9918 -1.9117
O -1.1693 3.3123 -3.1572
N -0.3438 2.8174 -0.8162
C -1.1680 2.6984 0.1644
S -0.8906 1.6939 1.5161
C -2.4222 3.4578 0.0757
C -3.5497 3.3607 0.8805
C -4.6884 4.0539 0.4975
C -4.6912 4.8568 -0.6354
C -3.5494 4.9908 -1.4229
C -2.4384 4.2785 -1.0482
H -3.5485 2.7329 1.7561
H -5.5920 3.9511 1.0802
H -5.5934 5.3737 -0.9187
H -3.5383 5.6101 -2.3048
```

Results
DFT total energy = -81296.23407 eV
F_max = 3.88 eV/Å
Spin multiplicity = 2
ΔE to the lowest compared entry with this formula, charge and spin = 105.75 kJ/mol
Frontier orbital gap (alpha / beta) = 5.78 / 5.24 eV
⟨S²⟩ = 0.856
Net charge = +2
LUMO level (alpha / beta) = -0.28718 / -0.30668 Eh
E_HOMO (alpha / beta) = -13.60 / -13.58 eV


[2]
This record from the Open Molecules 2025 dataset describes a structure of composition C15H34BGaNO6. The level of theory is wB97M-V/def2-TZVPD.

XYZ file:
```
58
C15H34BGaNO6 (wB97M-V/def2-TZVPD)
C 2.2548 -1.3813 0.6622
C 1.2517 -0.2590 0.3312
C 0.1937 -0.7322 -0.6574
C -0.8548 0.3249 -1.0008
O -1.9818 -0.2583 -1.5766
Ga -3.5764 0.7262 -1.4844
C -5.0557 -0.6215 -2.0778
C -5.2835 -1.6602 -1.0800
N -4.6788 -2.7885 -1.0345
B -3.9262 1.4821 0.4889
C -4.8796 0.8259 1.5800
O -3.2859 2.6661 0.8954
H 2.3742 -2.0256 -0.2151
H 3.2297 -0.9830 0.9488
H 1.8565 -2.0173 1.4550
H 0.8007 0.0609 1.2780
H 1.8250 0.5648 -0.1041
H 0.6985 -1.0502 -1.5725
H -0.3556 -1.5815 -0.2331
H -0.3963 1.0474 -1.7029
H -1.0878 0.8984 -0.0831
H -3.6138 1.9256 -2.5793
H -5.9740 -0.0666 -2.2836
H -4.6564 -1.0873 -2.9835
H -6.0292 -1.4155 -0.3069
H -4.9930 -3.3101 -0.2185
H -4.4542 -0.1240 1.9298
H -5.0754 1.4839 2.4361
H -5.8350 0.5705 1.1094
H -2.8166 2.5559 1.7346
O 2.4162 -2.9155 4.6820
C 2.4274 -1.7521 4.9735
O 2.3299 -0.8330 3.9951
C 2.1599 0.5647 4.2449
C 3.4811 1.2708 4.4662
C 2.6237 -1.2942 6.4035
H 1.4627 0.7274 5.0682
H 1.6815 0.9396 3.3415
H 3.9917 0.9037 5.3574
H 3.3187 2.3431 4.5807
H 4.1357 1.1069 3.6106
H 3.6945 -1.2537 6.6042
H 2.1781 -2.0405 7.0555
H 2.1884 -0.3253 6.6312
O 2.5949 1.5957 -2.1145
C 2.2518 1.3343 -3.2353
O 1.5374 0.2137 -3.4283
C 0.8518 -0.0980 -4.6434
C 1.7512 -0.7924 -5.6452
C 2.6346 2.1890 -4.4215
H 0.3834 0.7957 -5.0582
H 0.0445 -0.7575 -4.3284
H 2.5756 -0.1517 -5.9623
H 1.1781 -1.0764 -6.5287
H 2.1769 -1.6926 -5.2018
H 3.6172 1.8698 -4.7701
H 2.7040 3.2187 -4.0814
H 1.9342 2.1398 -5.2508
```

Results
DFT total energy = -82935.28914 eV
F_max = 0.85 eV/Å
Spin multiplicity = 1
Frontier orbital gap = 6.33 eV
Net charge = -1
LUMO level = 0.08638 Eh
E_HOMO = -3.98 eV


[3]
This record from the Open Molecules 2025 dataset describes the molecule C5H15N2 at a distorted geometry. The level of theory is wB97M-V/def2-TZVPD.

XYZ file:
```
22
C5H15N2 (wB97M-V/def2-TZVPD)
C 0.8920 -0.5272 -1.0857
N 1.7514 0.6595 -0.9724
C 3.0819 0.4011 -0.1550
C -0.0063 -0.9796 0.2255
N -0.6372 0.3871 0.6572
C -2.0971 0.6857 0.3043
C -2.9854 -0.5554 0.8622
H 0.1448 -0.3311 -1.8264
H 1.6010 -1.4235 -1.2829
H 1.9755 0.8723 -1.9194
H 2.7464 0.2418 0.8864
H 3.6355 -0.4968 -0.4330
H 3.7652 1.3203 -0.2510
H -0.7614 -1.8067 -0.0063
H 0.6215 -1.2190 1.0752
H -0.7504 0.4466 1.6873
H 0.0028 1.1072 0.2173
H -2.4119 1.6214 0.7646
H -2.3864 0.7536 -0.7828
H -4.0082 -0.3546 1.1630
H -2.4097 -0.7434 1.7725
H -2.8753 -1.4619 0.2343
```

Results
DFT total energy = -8403.27515 eV
F_max = 3.44 eV/Å
Spin multiplicity = 2
ΔE to the lowest compared entry with this formula, charge and spin = 332.22 kJ/mol
Frontier orbital gap (alpha / beta) = 3.67 / 10.50 eV
⟨S²⟩ = 0.751
LUMO level (alpha / beta) = 0.03430 / 0.02471 Eh
E_HOMO (alpha / beta) = -2.74 / -9.83 eV


[4]
This record from the Open Molecules 2025 dataset describes a structure of composition C26H34BeN4O. The level of theory is wB97M-V/def2-TZVPD.

XYZ file:
```
66
C26H34BeN4O (wB97M-V/def2-TZVPD)
Be -1.5106 0.0100 -1.3491
C 5.1648 -0.9571 -2.3695
C 4.4195 -0.9131 -1.0349
C 4.9418 0.2753 -0.2095
C 4.6725 -2.2247 -0.2723
C 2.9207 -0.7536 -1.2271
C 2.3110 -0.7143 -2.4803
C 0.9443 -0.5577 -2.5792
N 0.1532 -0.4463 -1.5099
C 0.7209 -0.5137 -0.2830
C 2.0768 -0.6526 -0.1154
C -0.2770 -0.4361 0.8148
C -0.0169 -0.6207 2.1504
C -1.0597 -0.5755 3.0843
C -2.3419 -0.3536 2.5840
C -2.5344 -0.1741 1.2296
N -1.5263 -0.1990 0.3565
C -0.7629 -0.7590 4.5639
C 0.1685 0.3850 5.0077
C -2.0342 -0.7223 5.4119
C -0.0594 -2.1094 4.7710
H 6.2346 -1.0329 -2.1759
H 5.0025 -0.0513 -2.9582
H 4.8803 -1.8256 -2.9677
H 6.0191 0.1737 -0.0755
H 4.4897 0.3204 0.7830
H 4.7531 1.2220 -0.7200
H 5.7464 -2.3617 -0.1391
H 4.2879 -3.0833 -0.8262
H 4.2131 -2.2189 0.7183
H 2.8914 -0.8096 -3.3856
H 0.4599 -0.5353 -3.5482
H 2.4913 -0.6928 0.8826
H 0.9933 -0.8209 2.4786
H -3.2001 -0.3302 3.2399
H -3.5232 -0.0009 0.8219
H -0.3016 1.3581 4.8512
H 1.1194 0.3685 4.4709
H 0.3857 0.2822 6.0714
H -2.5690 0.2244 5.3101
H -1.7626 -0.8283 6.4617
H -2.7120 -1.5424 5.1639
H 0.8990 -2.1629 4.2511
H -0.6847 -2.9367 4.4297
H 0.1367 -2.2515 5.8342
C -4.9982 -1.1940 -2.5613
C -3.7025 -0.4811 -2.7531
O -2.6974 -0.7760 -2.0495
N -3.6166 0.4615 -3.6753
C -2.3595 1.1317 -4.0040
C -1.9463 2.1767 -2.9941
C -1.9082 3.5141 -3.3335
C -1.5034 4.4462 -2.3895
C -1.1532 4.0088 -1.1241
C -1.2158 2.6576 -0.8528
N -1.5977 1.7486 -1.7641
H -4.8454 -2.0660 -1.9335
H -5.4245 -1.4998 -3.5160
H -5.7089 -0.5231 -2.0731
H -4.4394 0.6828 -4.2159
H -2.4786 1.5915 -4.9803
H -1.5815 0.3713 -4.0947
H -2.1903 3.8238 -4.3309
H -1.4644 5.4980 -2.6408
H -0.8363 4.6993 -0.3556
H -0.9527 2.2764 0.1259
```

Results
DFT total energy = -35916.46317 eV
F_max = 0.39 eV/Å
Spin multiplicity = 1
ΔE to the lowest compared entry with this formula, charge and spin = 9.29 kJ/mol
Frontier orbital gap = 9.10 eV
Net charge = +2
LUMO level = -0.21955 Eh
E_HOMO = -15.07 eV


[5]
This record from the Open Molecules 2025 dataset describes a cluster of 2 separate species, C8H14O2Si in total at a distorted geometry. The level of theory is wB97M-V/def2-TZVPD.

XYZ file:
```
25
C8H14O2Si (wB97M-V/def2-TZVPD)
C -1.1145 2.1842 -0.7609
C 0.2676 2.0398 -0.3145
C -2.0029 1.2178 -0.5378
C 0.6903 0.8638 0.1184
C -0.1528 -0.3569 0.1878
C -1.6586 0.0322 0.3315
C 0.1606 -1.2245 -1.0349
C -2.5980 -1.1397 0.0557
O -1.8861 0.3949 1.6981
O 4.6657 -0.4892 -0.2708
Si 3.8227 0.5554 0.6310
H -1.3747 3.0741 -1.3176
H 0.9191 2.8975 -0.3952
H -3.0261 1.2917 -0.8751
H 0.0904 -0.9291 1.0917
H -0.1729 -0.7286 -1.9433
H -0.3186 -2.1974 -0.9661
H 1.2370 -1.3688 -1.0998
H -2.5961 -1.3967 -0.9992
H -3.6051 -0.8490 0.3489
H -2.3081 -2.0033 0.6481
H -1.3307 1.1594 1.8902
H 4.7051 -1.4305 -0.1316
H 4.2694 1.8327 0.1414
H 3.7893 0.1904 2.0334
```

Results
DFT total energy = -20492.24709 eV
F_max = 2.83 eV/Å
Spin multiplicity = 1
ΔE to the lowest compared entry with this formula, charge and spin = 466.81 kJ/mol
Frontier orbital gap (alpha / beta) = 7.23 / 7.23 eV
LUMO level (alpha / beta) = -0.01142 / -0.01140 Eh
E_HOMO (alpha / beta) = -7.54 / -7.54 eV


[6]
This record from the Open Molecules 2025 dataset describes a structure of composition C12H16IrN2S5 at a distorted geometry. The level of theory is wB97M-V/def2-TZVPD.

XYZ file:
```
36
C12H16IrN2S5 (wB97M-V/def2-TZVPD)
Ir 0.1583 -0.2542 0.1146
C -0.5585 1.3584 -3.0077
C -1.8431 0.7706 -2.4556
S -2.1814 0.9567 -0.6621
C -1.9707 2.7588 -0.3643
C -1.0555 3.0440 0.8098
S 0.6461 2.3836 0.7037
C 1.2640 3.1475 -0.8480
C 1.9241 2.1609 -1.7918
S 0.9762 0.6622 -2.2627
H -0.5174 2.4396 -2.8970
H -0.5078 1.1215 -4.0721
H -1.8583 -0.3117 -2.5937
H -2.6924 1.2049 -2.9836
H -2.9619 3.1525 -0.1363
H -1.6244 3.2244 -1.2833
H -1.4481 2.5789 1.7136
H -0.9785 4.1182 0.9749
H 2.0096 3.8859 -0.5502
H 0.4298 3.6651 -1.3137
H 2.8199 1.7423 -1.3351
H 2.2041 2.6691 -2.7150
S 2.4170 -0.6589 1.1793
C 1.4650 -0.5855 2.6236
C 1.9679 -0.8116 3.9041
C 1.1030 -0.6990 4.9747
C -0.2257 -0.3540 4.7456
C -0.6481 -0.1603 3.4423
N 0.1722 -0.2803 2.4068
H 3.0095 -1.0627 4.0356
H 1.4476 -0.8724 5.9819
H -0.9164 -0.2288 5.5623
H -1.6755 0.0927 3.2189
S -0.0485 -4.1915 -2.3127
C -0.2822 -2.9185 -1.4109
N -0.4830 -1.9576 -0.7499
```

Results
DFT total energy = -72693.25946 eV
F_max = 4.25 eV/Å
Spin multiplicity = 1
ΔE to the lowest compared entry with this formula, charge and spin = 266.57 kJ/mol
Frontier orbital gap = 6.33 eV
Net charge = +1
LUMO level = -0.15654 Eh
E_HOMO = -10.58 eV


[7]
This record from the Open Molecules 2025 dataset describes a structure of composition C4H6GdO2 at a distorted geometry. The level of theory is wB97M-V/def2-TZVPD.

XYZ file:
```
13
C4H6GdO2 (wB97M-V/def2-TZVPD)
H 0.2359 -0.7023 -1.3861
O 2.2957 0.8659 -1.0026
C 1.4018 0.2338 -0.3275
C 0.0489 0.3293 -0.8651
C -1.2072 0.1718 0.0038
C -1.2890 -1.0801 0.8281
O -0.3617 -1.3230 1.7585
Gd 1.4806 -0.5089 2.0463
H 3.0895 1.0497 -0.4785
H -0.0315 1.2032 -1.5293
H -2.0775 0.2061 -0.6664
H -1.3075 1.0841 0.6292
H -2.2779 -1.5296 0.9897
```

Results
DFT total energy = -29152.73866 eV
F_max = 6.47 eV/Å
Spin multiplicity = 9
ΔE to the lowest compared entry with this formula, charge and spin = 28.88 kJ/mol
Frontier orbital gap (alpha / beta) = 5.05 / 7.60 eV
⟨S²⟩ = 20.448
Net charge = +2
LUMO level (alpha / beta) = -0.37517 / -0.38540 Eh
E_HOMO (alpha / beta) = -15.26 / -18.09 eV


[8]
This record from the Open Molecules 2025 dataset describes the molecule C3H5NO4 at a distorted geometry. The level of theory is wB97M-V/def2-TZVPD.

XYZ file:
```
13
C3H5NO4 (wB97M-V/def2-TZVPD)
C -1.1484 0.6792 -0.1315
C 0.9617 0.4050 0.4100
C -0.3305 -0.7318 0.0002
N -0.0689 1.4123 0.2610
O -2.2905 0.9959 -0.3778
O 1.9250 0.5436 -0.4312
O 0.0068 -1.2860 -1.2879
O -0.6199 -1.5857 0.9984
H 1.3225 0.4131 1.4225
H 0.0960 2.3984 0.4662
H 1.4505 0.8553 -1.2598
H 0.2443 -2.2162 -1.0821
H -1.5487 -1.8831 1.0119
```

Results
DFT total energy = -12870.74338 eV
F_max = 5.62 eV/Å
Spin multiplicity = 1
ΔE to the lowest compared entry with this formula, charge and spin = 205.68 kJ/mol
Frontier orbital gap = 9.82 eV
LUMO level = 0.02100 Eh
E_HOMO = -9.25 eV